45
Properties=species:S:1:pos:R:3 method="wB97M-V/def2-TZVPD" relative_energy_kcal_mol=21.52 homo_lumo_gap_ev=7.98 e_lumo_ev=-3.59 charge=+1 e_tot_ev=-101274.160 fmax_ev_per_a=0.529
Zr 0.524 0.577 -0.224
O 1.762 0.806 -3.946
C 1.089 0.272 -3.124
O 1.522 0.016 -1.855
C -0.267 -0.370 -3.442
C -0.274 -1.775 -2.799
C -1.281 -2.687 -3.477
C -2.612 -2.061 -3.010
C -2.138 -0.973 -2.053
O -0.883 -1.494 -1.502
C -1.575 0.250 -2.801
C -1.201 1.250 -1.719
O -1.619 1.046 -0.526
O -0.188 1.990 -1.844
H -0.343 -0.407 -4.525
H 0.716 -2.202 -2.666
H -1.174 -3.709 -3.117
H -1.155 -2.690 -4.558
H -3.240 -2.781 -2.491
H -3.195 -1.637 -3.827
H -2.820 -0.731 -1.249
H -2.234 0.673 -3.556
C 0.340 -2.584 4.155
O -0.263 -1.515 3.398
C 0.168 -1.207 2.215
O -0.364 -0.276 1.588
N 1.176 -1.910 1.656
N 1.583 -1.501 0.382
H -0.195 -2.604 5.097
H 1.393 -2.372 4.340
H 0.206 -3.535 3.639
H 1.649 -2.673 2.113
H 1.351 -2.208 -0.313
H 2.585 -1.323 0.363
Se 2.535 1.631 1.060
C 1.535 2.879 2.130
C 2.153 3.532 3.182
C 1.430 4.500 3.866
N 0.176 4.833 3.571
C -0.408 4.192 2.565
C 0.223 3.205 1.823
H 3.177 3.310 3.451
H 1.886 5.033 4.692
H -1.430 4.476 2.338
H -0.319 2.752 0.998



40
Properties=species:S:1:pos:R:3 method="wB97M-V/def2-TZVPD" relative_energy_kcal_mol=80.49 homo_lumo_gap_ev=8.93 e_lumo_ev=0.66 e_tot_ev=-27947.910 fmax_ev_per_a=4.956
C -1.322 2.175 0.244
C -1.694 0.645 0.061
C -2.230 2.878 -0.914
C -1.949 2.121 -2.203
C -2.825 1.274 -2.971
C -0.943 1.635 -3.902
C -0.737 -1.667 0.657
C -1.522 -1.753 2.067
C 0.587 -2.504 0.500
C 1.883 -2.043 1.244
C 3.018 -2.580 0.600
C 2.113 -1.049 2.195
C 4.279 -2.115 0.816
C 3.365 -0.404 2.378
C 4.448 -0.922 1.621
H 0.428 2.168 -0.920
H 0.352 3.391 0.174
H -1.528 2.493 1.334
H -1.787 3.877 -0.823
H -3.314 2.920 -0.555
H -3.764 0.721 -2.673
H -0.268 1.658 -4.672
H -2.048 0.340 -4.762
H 0.218 0.272 0.552
H -1.477 -2.296 0.050
H 0.323 -3.446 0.865
H 0.732 -2.538 -0.558
H 2.845 -3.447 -0.044
H 1.217 -0.554 2.556
H 5.069 -2.749 0.373
H 3.334 0.524 2.969
H 5.540 -0.612 1.984
H -2.437 -0.835 3.401
N 0.164 2.416 0.100
N -0.856 2.386 -2.880
N -2.091 1.072 -4.111
N -0.590 -0.206 0.286
O -2.836 0.294 -0.245
O -1.346 -2.719 2.739
O -2.350 -0.822 2.465



41
Properties=species:S:1:pos:R:3 method="wB97M-V/def2-TZVPD" relative_energy_kcal_mol=45.54 homo_lumo_gap_ev=8.86 e_lumo_ev=0.55 e_tot_ev=-29998.021 fmax_ev_per_a=2.879
C 2.040 0.800 -0.901
C 1.811 1.188 0.575
C 1.368 -0.592 -1.208
C 1.911 -1.748 -0.461
C 2.978 -2.545 -0.824
C 2.151 -3.124 1.142
C -0.501 2.113 0.125
C -0.373 3.616 -0.125
C -1.932 1.796 0.558
C -2.400 0.353 0.320
C -3.621 0.248 -0.312
C -1.662 -0.790 0.642
C -4.216 -1.009 -0.565
C -2.182 -2.041 0.354
C -3.462 -2.136 -0.192
H 3.793 1.533 -1.473
H 3.826 0.469 -0.228
H 1.521 1.548 -1.517
H 0.248 -0.526 -1.077
H 1.647 -0.819 -2.261
H 3.663 -2.538 -1.682
H 2.041 -3.707 2.037
H 3.514 -4.340 0.163
H 0.683 1.896 1.973
H -0.323 1.701 -0.841
H -1.907 1.825 1.640
H -2.586 2.542 0.138
H -4.196 1.118 -0.588
H -0.699 -0.691 1.109
H -5.185 -1.053 -1.033
H -1.591 -2.913 0.605
H -3.267 -3.974 -0.183
H 0.684 4.863 -0.882
N 3.447 0.640 -1.170
N 1.415 -2.083 0.814
N 3.078 -3.430 0.203
N 0.611 1.623 0.990
O 2.712 1.138 1.414
O -1.144 4.451 0.359
O -3.932 -3.363 -0.508
O 0.716 3.905 -0.832



44
Properties=species:S:1:pos:R:3 method="wB97M-V/def2-TZVPD" homo_lumo_gap_ev=5.45 e_lumo_ev=-2.30 e_tot_ev=-41962.624 fmax_ev_per_a=3.510
N -3.352 -5.600 2.797
C -2.860 -4.551 2.643
C -2.264 -3.274 2.389
C -0.902 -2.978 2.299
C -0.429 -1.627 2.261
N 0.981 -1.352 2.314
O 1.780 -2.286 2.578
O 1.366 -0.165 2.112
C -1.319 -0.537 2.227
C -2.668 -0.855 2.177
N -3.740 -0.006 2.466
O -3.873 1.204 2.457
O -4.798 -0.866 2.904
N -4.444 -2.223 2.781
C -3.168 -2.173 2.312
H -0.187 -3.794 2.310
H -0.967 0.491 2.275
C 1.001 -2.151 -2.885
Si 1.587 -0.389 -2.699
C 3.375 -0.237 -2.185
C 1.197 0.692 -4.174
O 0.571 0.103 -1.384
C 0.626 1.243 -0.711
C -0.305 1.529 0.259
C -0.311 2.857 0.860
C 0.283 3.870 -0.145
C 1.671 3.423 -0.486
O 1.620 2.053 -1.066
H 1.545 -2.689 -3.675
H 1.138 -2.695 -1.940
H -0.069 -2.167 -3.133
H 4.048 -0.670 -2.939
H 3.653 0.818 -2.057
H 3.551 -0.758 -1.235
H 1.785 0.399 -5.056
H 0.134 0.626 -4.439
H 1.431 1.741 -3.949
H -1.062 0.773 0.443
H -1.329 3.156 1.135
H 0.324 2.859 1.765
H -0.356 3.897 -1.041
H 0.305 4.888 0.271
H 2.132 4.061 -1.250
H 2.296 3.360 0.416



Highest occupied orbital energy in eV, matching the order above: -11.57 -8.27 -8.31 -7.75